{
  "formula": "C52H120N7O13V",
  "method": "the ωB97M-V functional and the def2-TZVPD basis",
  "elements": ["H", "H", "H", "H", "H", "H", "H", "H", "C", "C", "H", "C", "H", "H", "H", "C", "H", "H", "H", "H", "N", "H", "H", "C", "H", "H", "H", "H", "H", "H", "H", "H", "N", "H", "V", "O", "H", "N", "H", "H", "H", "C", "C", "C", "H", "H", "C", "H", "H", "H", "C", "H", "H", "H", "H", "H", "H", "O", "C", "H", "H", "H", "H", "H", "H", "C", "C", "O", "H", "H", "H", "H", "C", "H", "O", "C", "C", "H", "C", "H", "C", "C", "H", "H", "C", "H", "C", "O", "H", "C", "H", "H", "C", "H", "H", "C", "H", "O", "C", "H", "C", "C", "C", "H", "H", "C", "N", "C", "H", "H", "H", "C", "H", "H", "H", "H", "H", "N", "H", "H", "H", "H", "H", "C", "H", "O", "C", "H", "H", "H", "H", "C", "H", "H", "H", "O", "H", "H", "H", "H", "C", "C", "H", "H", "H", "C", "O", "C", "C", "C", "H", "H", "H", "C", "H", "H", "C", "C", "H", "H", "H", "C", "C", "H", "C", "H", "H", "H", "H", "C", "C", "H", "H", "H", "O", "C", "C", "H", "H", "H", "H", "H", "C", "N", "H", "C", "H", "O", "N", "H", "O", "O", "H"],
  "coordinates": [[34.1091, -11.9851, -32.3488], [33.9027, -13.9777, -30.4960], [32.8107, -21.4477, -33.7797], [43.9352, -18.3440, -34.7847], [39.1971, -22.9145, -38.2176], [33.4140, -18.0278, -39.4398], [31.0621, -16.9153, -34.6428], [38.6571, -12.4527, -31.4626], [39.9396, -23.0909, -37.4394], [38.5630, -17.4725, -39.3580], [35.1279, -17.0295, -32.5208], [34.5381, -25.1873, -35.5568], [37.0402, -17.7993, -37.9953], [31.9094, -19.0537, -41.0781], [40.0137, -20.6146, -38.2627], [41.9626, -16.2097, -36.2438], [31.8080, -17.7357, -32.3829], [34.9650, -23.0598, -35.9883], [37.2495, -21.4831, -29.9087], [42.4336, -15.2536, -36.0155], [40.6119, -15.8744, -34.2445], [36.3492, -21.6446, -33.1631], [37.8253, -13.8124, -30.8188], [35.0642, -16.5633, -33.5041], [39.3334, -25.1904, -37.8209], [36.0629, -18.1528, -41.7489], [33.7714, -19.5340, -38.7007], [31.4423, -24.1586, -43.3027], [35.5308, -19.3887, -35.8778], [33.6391, -16.5991, -35.1396], [37.7100, -16.6468, -41.8841], [36.7486, -24.9550, -37.5402], [41.2217, -22.2911, -37.5590], [33.9164, -22.9003, -29.9312], [39.7977, -21.3375, -33.3311], [38.0819, -21.2979, -34.8612], [37.2146, -21.4903, -42.1761], [33.0274, -14.5519, -33.0475], [39.1891, -15.8395, -41.4143], [40.6605, -14.8659, -34.2691], [35.8080, -19.8531, -42.3000], [37.4731, -19.6944, -40.9259], [40.7044, -20.9237, -37.4782], [34.5091, -19.4389, -30.0680], [42.4121, -26.5838, -38.5763], [35.4029, -14.6482, -34.4809], [31.9817, -18.3155, -37.1032], [41.5569, -22.4482, -36.6193], [34.5665, -23.7108, -31.3667], [36.7518, -21.8119, -40.5645], [33.3621, -21.8928, -40.5289], [34.1516, -18.6422, -30.7203], [41.4200, -18.9631, -37.2311], [36.4876, -23.2691, -37.7938], [36.5351, -18.1927, -30.7255], [44.0659, -16.6748, -34.6288], [38.3790, -21.7055, -40.7677], [33.4073, -25.2870, -36.3165], [31.5266, -23.4198, -42.5058], [38.7761, -16.4093, -39.2466], [32.3870, -20.1688, -31.9092], [36.3174, -18.7979, -32.3322], [38.9776, -18.8109, -35.8461], [32.4085, -17.3309, -37.2942], [32.9198, -16.9029, -31.2443], [31.4101, -15.9498, -34.2759], [34.7406, -12.6928, -32.8859], [42.7279, -17.3290, -36.0747], [37.5875, -19.4962, -31.3441], [34.5619, -15.5839, -30.7543], [37.3726, -18.1347, -35.7726], [38.5740, -16.1640, -34.0298], [43.3170, -17.4466, -34.8067], [33.5149, -19.5370, -41.2665], [32.7399, -23.7944, -41.9306], [35.6409, -20.2707, -30.7186], [37.3841, -20.3025, -35.5399], [40.3613, -15.6007, -31.6072], [33.2013, -20.2049, -29.8538], [34.8424, -19.0324, -29.1132], [41.8411, -19.9563, -37.3868], [34.6734, -14.5349, -31.0286], [31.6964, -15.4516, -35.2021], [36.4820, -23.9263, -34.3011], [32.9441, -23.3662, -40.6047], [32.0862, -25.7357, -34.7250], [33.8670, -21.8342, -31.8071], [41.2501, -24.9754, -38.1511], [34.0881, -22.5837, -33.9811], [35.4085, -15.0493, -33.4674], [40.5539, -17.4897, -35.4708], [31.5551, -20.9968, -39.8127], [32.4538, -26.0917, -35.6874], [41.1300, -18.6923, -39.8826], [32.6403, -18.8710, -36.4357], [32.1587, -16.7721, -32.0135], [34.3139, -24.9399, -34.5192], [40.1850, -19.8737, -32.6783], [39.2297, -17.8260, -40.6837], [43.2866, -18.1714, -38.4675], [35.8563, -20.2353, -35.2732], [36.5697, -19.1071, -31.3178], [40.8020, -17.8461, -40.4863], [35.7593, -12.4443, -32.5884], [30.7933, -23.5622, -41.7120], [32.6000, -15.9635, -33.2253], [38.8592, -19.2095, -41.0891], [39.4799, -16.3530, -33.4538], [35.1716, -24.4516, -38.0301], [33.7554, -21.8168, -39.5152], [33.7291, -24.0041, -40.1986], [32.6797, -19.6369, -40.5734], [37.0743, -18.8526, -42.9240], [41.2506, -16.9100, -40.1539], [34.6155, -12.5089, -33.9529], [42.6059, -17.4047, -33.9817], [35.6312, -14.1358, -30.6945], [32.2103, -20.9935, -40.5812], [32.8671, -23.7292, -31.1077], [30.4513, -15.5136, -33.9955], [31.0030, -18.1766, -36.6439], [38.0791, -18.7546, -34.2868], [41.9138, -16.2164, -37.3327], [40.1468, -24.6257, -37.3653], [43.7081, -18.9694, -39.9383], [39.3148, -22.3871, -32.1995], [32.9751, -19.0011, -39.2204], [35.4490, -21.1280, -35.7477], [34.1464, -21.7834, -41.2778], [41.3059, -17.9756, -41.4441], [40.2546, -20.6907, -36.5131], [33.6426, -16.7180, -34.0561], [31.6622, -26.1297, -36.4358], [31.5799, -22.3856, -42.8460], [40.7440, -26.8742, -38.9175], [31.8545, -18.9017, -38.3345], [38.6668, -16.0978, -31.4515], [32.8551, -27.1031, -35.6242], [39.1168, -17.9699, -38.5617], [39.2857, -16.9755, -42.6967], [38.8039, -13.4949, -31.1789], [34.4017, -14.2289, -32.5649], [31.8562, -13.0758, -33.0896], [35.0923, -26.1222, -35.4737], [37.1270, -23.1759, -35.4909], [41.4075, -26.3934, -38.1986], [36.2428, -22.0063, -32.2802], [33.3754, -22.2116, -33.2451], [33.7477, -23.0978, -30.9898], [36.8867, -19.3682, -39.4848], [39.4447, -13.7104, -30.3240], [33.4483, -17.7835, -33.9336], [40.2554, -24.8548, -36.3052], [36.0111, -24.1654, -37.3966], [35.7103, -21.6082, -29.1495], [39.5483, -17.4316, -33.3124], [43.4848, -19.1573, -38.8881], [38.7814, -16.7938, -41.7476], [37.4628, -20.5118, -36.6067], [32.6058, -22.9824, -33.2059], [35.4954, -20.1695, -34.2468], [32.7694, -20.8598, -31.1580], [37.1219, -17.8599, -39.0805], [31.3551, -16.2375, -31.5069], [40.6394, -16.4112, -35.6038], [37.4158, -20.0513, -38.8203], [41.4167, -26.7567, -37.1710], [36.3657, -14.9731, -32.9516], [35.7457, -17.1510, -34.1192], [37.4711, -21.2368, -41.1475], [35.4274, -24.0467, -36.0036], [32.4151, -19.6179, -29.3790], [33.4285, -20.9574, -29.0987], [39.4879, -22.8619, -36.4742], [42.4512, -20.0946, -38.6755], [36.4006, -20.8832, -29.5807], [39.3893, -15.6030, -32.1005], [35.8237, -19.6065, -39.5224], [39.7926, -16.0386, -36.1801], [42.4879, -20.1389, -36.5287], [36.7236, -20.2496, -28.7546], [44.4192, -19.5231, -38.4625], [38.0072, -18.9199, -35.3618], [36.6508, -24.0436, -35.2900], [32.0675, -23.5803, -39.9932], [36.5385, -19.0989, -42.0073], [31.9117, -21.4854, -30.9108], [32.0584, -13.7347, -32.4214], [35.2088, -21.1606, -31.8279], [36.4978, -17.1455, -39.6175], [39.0905, -14.2467, -32.3299], [39.4185, -19.5751, -42.2424], [39.8953, -20.3752, -42.0097]],
  "lowdin_charge": [0.069, 0.076, 0.074, 0.086, 0.109, 0.119, 0.062, 0.095, -0.179, -0.157, 0.077, -0.240, 0.084, 0.117, 0.122, -0.254, 0.080, 0.107, 0.081, 0.132, -0.057, 0.044, 0.057, -0.166, 0.112, 0.068, 0.098, 0.090, 0.073, 0.108, 0.071, 0.076, 0.014, 0.073, 1.100, -0.279, 0.083, -0.101, 0.078, 0.113, 0.064, -0.448, -0.245, -0.148, 0.083, 0.118, -0.139, 0.097, 0.083, 0.067, -0.192, 0.087, 0.100, 0.069, 0.076, 0.087, 0.076, -0.160, -0.117, 0.120, 0.096, 0.049, 0.054, 0.084, 0.056, -0.044, -0.024, -0.220, 0.063, 0.057, 0.066, 0.106, -0.096, 0.105, -0.203, -0.460, -0.537, 0.123, -0.184, 0.122, -0.221, -0.008, 0.078, 0.067, -0.223, 0.089, -0.440, -0.194, 0.050, -0.110, 0.100, 0.116, -0.107, 0.059, 0.081, -0.019, 0.112, -0.343, -0.457, 0.072, -0.020, -0.016, -0.010, 0.069, 0.084, -0.462, -0.172, -0.183, 0.064, 0.107, 0.111, -0.221, 0.082, 0.081, 0.076, 0.080, 0.055, -0.048, 0.087, 0.075, 0.087, 0.057, 0.119, -0.235, 0.086, -0.298, -0.198, 0.057, 0.121, 0.079, 0.084, -0.154, 0.093, 0.080, 0.088, -0.185, 0.115, 0.091, 0.101, 0.083, -0.106, -0.426, 0.100, 0.138, 0.037, -0.099, -0.018, -0.022, -0.055, -0.081, 0.090, 0.109, 0.114, -0.059, 0.077, 0.085, -0.119, -0.026, 0.111, 0.076, 0.063, -0.119, -0.144, 0.088, -0.206, 0.092, 0.087, 0.096, 0.088, -0.029, -0.453, 0.114, 0.097, 0.079, -0.182, -0.041, -0.206, 0.087, 0.122, 0.126, 0.095, 0.088, -0.064, 0.049, 0.117, -0.038, 0.114, -0.016, -0.074, 0.104, -0.204, 0.002, 0.115],
  "lumo_energy_ev": -3.09,
  "de_lowest_ev": 0.000,
  "spin_multiplicity": 1,
  "gap_ev": 4.831
}